Entry 1:
Here is C18H29N5O4PTi as an isolated structure from the OMol25 dataset. Energies are from ωB97M-V/def2-TZVPD.

Last column: natural (NBO) charge in e.
Element x y z (Å)
H1 0.107 -0.444 -5.757  0.226
H2 -2.580 -3.679 2.360  0.282
H3 2.840 0.401 -1.719  0.240
C1 1.923 0.711 -4.229  -0.079
H4 2.377 1.594 -3.780  0.207
C2 -2.516 1.369 0.782  0.205
O1 0.319 0.088 3.137  -0.744
H5 2.195 0.684 -5.282  0.225
H6 0.111 0.769 3.796  0.515
H7 1.517 -2.357 3.226  0.232
H8 -3.452 4.556 1.389  0.259
H9 2.149 0.930 4.999  0.237
H10 -1.225 -0.347 -4.602  0.202
N1 2.461 -0.493 -3.588  -0.435
C3 0.022 1.040 -2.767  -0.489
H11 2.353 1.851 3.487  0.238
C4 2.325 -0.460 -2.142  -0.471
O2 2.007 -1.222 1.026  -0.544
H12 3.570 0.673 3.994  0.260
C5 -1.441 3.874 1.076  -0.205
C6 -0.659 2.763 0.834  0.065
H13 -1.063 1.156 -2.735  0.224
C7 -2.018 -2.850 2.797  -0.711
H14 1.538 -1.593 4.835  0.238
C8 -3.104 -0.003 0.498  -0.268
O3 1.754 0.957 1.118  -0.689
H15 -2.615 -0.433 -0.371  0.240
N2 0.346 -1.633 -4.068  -0.436
C9 2.033 -0.201 1.716  0.696
H16 -4.416 2.280 1.094  0.248
H17 -1.207 -1.798 -2.662  0.227
C10 -1.973 -1.737 1.816  0.762
Ti1 0.157 0.004 0.741  1.443
H18 2.186 -2.571 -3.683  0.210
C11 2.501 0.884 3.965  -0.649
H19 -1.011 -3.184 3.021  0.270
C12 -0.140 -0.400 -4.699  -0.079
H20 3.038 -1.804 3.923  0.252
H21 2.752 -1.355 -1.694  0.246
H22 0.248 -2.717 -2.274  0.241
H23 -2.524 -2.535 3.710  0.263
C13 -0.117 -1.784 -2.701  -0.465
H24 2.073 -1.717 -5.225  0.225
C14 -3.346 2.438 1.038  -0.209
O4 -0.915 -1.493 1.140  -0.705
H25 -4.154 0.111 0.252  0.258
N3 -1.180 1.527 0.696  -0.558
H26 -0.975 4.846 1.166  0.262
H27 0.463 1.961 -2.383  0.231
H28 -3.865 -1.196 2.120  0.438
N4 -3.028 -0.994 1.589  -0.523
N5 0.459 0.817 -4.140  -0.437
C15 -2.807 3.708 1.194  -0.098
C16 1.811 -1.671 -4.170  -0.079
C17 1.973 -1.581 3.836  -0.634
C18 1.781 -0.219 3.231  0.186
H29 0.413 2.854 0.738  0.245
P1 0.527 -0.373 -1.667  0.708

The spin multiplicity is 2. For the largest force on an atom, the calculation gives 1.51 eV/A. For the HOMO-LUMO gap (spin up / spin down), the calculation gives 7.03 / 6.78 eV. Its total charge is +2. The value obtained for the HOMO energy (spin up / spin down) is -13.509 / -13.542 eV.



Entry 2:
Here is C34H87CaN4O14 as an isolated structure from the OMol25 dataset. Energies are from ωB97M-V/def2-TZVPD.

Last column: Mulliken charge in e.
Element x y z (Å)
H1 7.120 -5.789 -1.815  0.238
H2 0.978 -0.511 6.806  0.483
C1 7.482 -5.058 -2.537  -0.797
C2 -3.966 -5.010 -5.364  -1.163
C3 0.796 -1.567 7.006  -0.682
H3 -4.096 7.251 -2.713  0.274
H4 4.745 4.216 1.378  0.287
C4 -0.336 -4.512 5.060  -0.698
C5 2.173 -2.786 -8.033  -1.328
H5 -0.908 -8.043 7.616  0.244
H6 1.794 1.002 -0.985  0.239
H7 0.912 -6.354 4.981  0.351
H8 1.565 -5.212 -8.954  0.305
H9 -3.978 4.366 -7.174  0.338
O1 -0.218 -1.772 7.995  -0.294
H10 11.333 -2.370 0.092  0.394
H11 -5.234 2.304 7.483  0.305
C6 -8.947 8.187 -7.081  -0.744
H12 -8.355 5.724 -7.528  0.352
C7 5.722 5.915 1.622  -0.466
H13 1.158 -2.410 -8.156  0.357
C8 0.398 -2.320 5.756  -0.589
C9 0.100 -0.995 9.153  -0.772
H14 6.608 3.557 -3.845  0.240
N1 9.768 -1.844 -1.060  -0.152
O2 9.350 -1.574 1.729  -0.219
N2 0.457 -3.754 6.014  -0.424
H15 -0.793 -8.360 5.903  0.306
H16 2.401 -5.177 -10.477  0.360
H17 11.051 -3.379 -1.726  0.439
O3 -4.154 6.382 -4.473  -0.306
O4 -0.651 -6.416 6.373  -0.267
H18 -5.590 1.378 10.366  0.307
H19 1.089 -1.171 9.576  0.308
C10 2.770 -0.915 -0.661  0.633
C11 -6.274 5.780 -8.081  -0.520
C12 8.931 -0.960 2.924  -0.818
H20 -0.093 -4.177 4.051  0.462
H21 -8.762 9.079 -6.482  0.250
C13 10.298 -0.707 1.087  -0.654
C14 10.351 -2.652 -2.139  -0.824
H22 9.734 -0.480 3.483  0.305
H23 9.441 -0.969 -1.444  0.222
H24 6.088 5.902 0.596  0.223
H25 -4.283 4.286 -4.732  0.381
H26 0.934 -4.180 -10.270  0.322
H27 -3.935 -6.078 -5.581  0.313
C15 7.496 3.155 -4.333  -0.470
H28 -7.436 0.378 6.486  0.385
C16 -7.268 2.668 10.965  -0.520
O5 3.749 -0.317 -0.141  -0.704
H29 -5.455 -2.193 -6.871  0.326
N3 -5.848 5.313 -6.732  -0.409
N4 -6.929 1.722 8.660  -0.315
C17 -6.256 2.121 9.927  -0.578
C18 -4.672 -4.192 -6.486  0.319
O6 2.792 -2.125 -0.926  -0.710
H30 -9.573 8.525 -7.906  0.296
O7 -6.429 2.941 12.092  -0.291
O8 -5.901 -4.839 -6.687  -0.541
H31 -3.282 5.806 -2.689  0.329
H32 -7.421 4.260 13.037  0.295
C19 -4.818 -2.684 -6.136  -1.194
C20 -7.713 6.399 -8.095  -0.676
C21 -4.208 6.230 -3.077  -0.784
C22 1.574 -0.048 -1.178  -0.705
H33 -9.499 7.512 -6.427  0.318
H34 1.423 -0.160 -2.251  0.239
H35 7.260 2.091 -4.345  0.177
H36 -0.589 -1.947 5.486  0.315
H37 -2.946 -4.658 -5.211  0.343
H38 -5.272 0.612 7.790  0.300
H39 -7.113 -0.323 4.132  0.297
H40 8.428 -1.690 3.557  0.251
H41 7.870 -5.644 -3.370  0.313
H42 -6.396 3.318 14.131  0.229
C23 -4.384 5.245 -6.673  -0.622
H43 -6.127 5.998 -6.045  0.284
H44 -8.104 2.003 11.181  0.411
H45 -5.574 0.079 3.335  0.261
Ca1 7.364 -3.636 0.928  1.566
H46 8.201 -0.201 2.644  0.392
H47 -5.409 -2.589 -5.226  0.304
O9 3.992 -3.719 -9.079  -0.538
H48 11.497 -0.745 -0.652  0.349
O10 8.730 3.302 -3.678  -0.513
H49 11.151 -0.529 1.741  0.407
C24 -6.304 0.406 4.075  -0.745
O11 -7.705 7.714 -7.538  -0.310
H50 10.819 -2.049 -2.917  0.333
H51 -7.179 2.063 6.076  0.279
C25 10.827 -1.431 -0.135  -0.806
H52 9.903 0.291 0.899  0.474
H53 -8.071 6.440 -9.124  0.455
H54 2.701 -1.920 -7.634  0.338
H55 6.612 -4.499 -2.883  0.383
H56 1.752 -1.908 7.403  0.349
H57 -4.531 -4.949 -4.434  0.311
O12 4.530 5.090 1.711  -0.490
C26 -6.667 1.135 6.332  -0.533
C27 -7.083 3.255 13.288  -0.699
H58 -7.556 2.467 8.392  0.250
H59 -7.924 2.597 13.508  0.282
H60 9.151 4.128 -3.927  0.313
C28 1.833 -4.556 -9.783  -1.208
H61 0.976 -1.920 4.923  0.396
H62 4.369 -4.238 -9.793  0.306
H63 0.696 -0.451 -0.673  0.228
H64 7.644 3.485 -5.361  0.254
C29 2.677 -3.363 -9.356  0.556
O13 -5.685 0.745 5.319  -0.285
H65 -5.566 6.537 -8.417  0.351
H66 -4.089 -4.297 -7.401  0.284
H67 -6.728 1.307 3.631  0.303
H68 8.613 -2.762 -3.399  0.378
H69 -5.570 2.926 9.665  0.283
H70 5.446 6.929 1.915  0.215
H71 -3.898 -2.111 -6.018  0.348
H72 -6.259 4.986 -8.828  0.334
C30 -5.922 1.468 7.611  -0.537
H73 -2.809 5.037 -5.215  0.438
H74 -0.073 0.076 9.045  0.303
O14 8.329 -4.053 -1.904  -0.202
H75 -0.659 -1.320 9.866  0.256
H76 2.665 -2.641 -10.173  0.191
H77 6.577 5.557 2.196  0.230
H78 -7.625 3.651 10.656  0.315
H79 -1.383 -4.245 5.202  0.371
C31 -0.385 -7.747 6.707  -0.776
C32 9.182 -3.467 -2.793  -0.577
H80 -0.672 -6.452 4.239  0.385
H81 0.672 -7.993 6.810  0.301
H82 9.714 -4.229 -3.363  0.383
H83 -3.815 6.063 -7.114  0.352
H84 -6.463 -4.680 -5.924  0.350
H85 2.106 -3.454 -7.174  0.338
C33 -3.887 5.195 -5.185  -0.677
H86 -5.107 5.790 -2.645  0.295
C34 -0.124 -6.033 5.084  -0.620
H87 0.070 -3.840 6.943  0.291

Its energy relative to the best compared isomer or geometry (same formula, charge and spin) is 0.0000 eV. The spin multiplicity is 1. For the largest force on an atom, the calculation gives 3.43 eV/A. For the HOMO-LUMO gap, the calculation gives 3.00 eV. Its total charge is +1. The value obtained for the HOMO energy is -9.332 eV.



Entry 3:
Here is a 2-piece molecular cluster, C4H12 overall from the OMol25 dataset. Energies are from ωB97M-V/def2-TZVPD.

Last column: natural (NBO) charge in e.
Element x y z (Å)
H1 -2.756 1.285 0.636  0.206
H2 0.584 -2.281 -1.025  0.210
H3 -2.135 0.368 -0.614  0.206
H4 -1.777 3.127 -0.068  0.207
C1 2.153 -1.361 0.165  -0.621
H5 3.063 -1.999 0.109  0.208
H6 0.555 -2.789 0.739  0.206
C2 -1.790 1.044 0.187  -0.617
H7 -0.067 -1.378 0.244  0.209
C3 0.793 -2.024 0.010  -0.623
H8 -0.302 2.576 0.288  0.207
H9 2.303 -0.642 0.963  0.209
C4 -1.117 2.293 -0.368  -0.628
H10 -1.176 0.489 0.910  0.206
H11 2.307 -0.823 -0.798  0.202
H12 -0.811 2.348 -1.399  0.214

Its energy relative to the best compared isomer or geometry (same formula, charge and spin) is 0.7171 eV. The spin multiplicity is 1. For the largest force on an atom, the calculation gives 2.43 eV/A. For the HOMO-LUMO gap, the calculation gives 12.34 eV. The value obtained for the HOMO energy is -11.208 eV. Its SMILES is CC.CC.



Entry 4:
Here is the molecule C15H14ClNO3S from the OMol25 dataset. Energies are from ωB97M-V/def2-TZVPD.

Last column: natural (NBO) charge in e.
Element x y z (Å)
H1 -1.117 0.014 1.815  0.259
C1 0.761 0.588 0.960  0.111
C2 -2.814 1.068 -1.965  -0.229
C3 -0.095 -0.276 1.638  -0.219
C4 -0.980 -0.982 -1.641  -0.027
C5 -3.248 -0.213 -1.673  -0.181
C6 1.680 -1.902 1.829  0.281
C7 2.075 0.198 0.735  -0.233
C8 -0.919 2.325 0.368  0.667
H2 1.073 2.340 -0.033  0.395
H3 3.562 -1.302 0.962  0.215
H4 -0.292 -2.184 2.581  0.227
H5 0.525 0.485 -2.067  0.230
C9 3.323 -3.610 2.044  -0.252
H6 3.359 -4.609 2.474  0.202
O1 2.020 -3.138 2.285  -0.491
C10 2.537 -1.033 1.162  -0.251
N1 0.347 1.830 0.451  -0.607
Cl1 0.167 -2.252 -1.422  0.017
C11 -1.459 1.308 -2.079  -0.166
S1 -0.848 3.006 -2.354  1.272
H7 -4.303 -0.413 -1.566  0.223
H8 -1.995 3.987 -0.459  0.268
H9 2.750 0.861 0.210  0.203
H10 -0.231 4.257 -0.363  0.233
C12 -1.014 3.523 -0.541  -0.690
C13 -2.335 -1.239 -1.496  -0.219
H11 4.076 -2.980 2.531  0.175
O2 -1.909 3.726 -3.046  -0.960
H12 -2.668 -2.234 -1.247  0.231
H13 -3.508 1.883 -2.098  0.242
H14 3.536 -3.670 0.972  0.175
O3 -1.890 1.851 0.916  -0.596
C14 -0.530 0.291 -1.947  -0.275
C15 0.363 -1.503 2.062  -0.230

Its energy relative to the best compared isomer or geometry (same formula, charge and spin) is 0.0000 eV. The spin multiplicity is 1. For the largest force on an atom, the calculation gives 1.68 eV/A. For the HOMO-LUMO gap, the calculation gives 8.53 eV. The value obtained for the HOMO energy is -8.171 eV.



Question: Which formula does entry 3 have?
Answer: C4H12